Record 1
The following is a DFT calculation (ωB97M-V/def2-TZVPD) of a molecular structure, C34H64AgAsP3Se3Te.

Geometry as XYZ:
```
107
C34H64AgAsP3Se3Te | the OMol25 dataset | ωB97M-V/def2-TZVPD
Ag 0.222 2.962 -0.549
C 0.046 1.772 3.978
P 0.788 2.304 2.361
C 0.801 4.119 2.657
C 2.581 2.037 2.678
C 3.102 1.843 3.957
C 4.470 1.756 4.162
C 5.340 1.866 3.088
C 4.834 2.047 1.812
C 3.461 2.130 1.585
P 2.770 2.318 -0.117
C 3.872 3.595 -0.829
C 3.514 0.827 -0.884
H 0.303 2.444 4.799
H 0.363 0.756 4.220
H -1.039 1.768 3.861
H 1.275 4.354 3.613
H -0.223 4.496 2.629
H 1.341 4.605 1.845
H 2.440 1.766 4.810
H 4.855 1.609 5.164
H 6.410 1.809 3.245
H 5.523 2.118 0.979
H 4.926 3.321 -0.755
H 3.694 4.552 -0.340
H 3.594 3.690 -1.878
H 4.594 0.812 -0.728
H 3.289 0.855 -1.951
H 3.055 -0.059 -0.452
Se 1.070 2.797 -3.343
Se 1.603 5.058 -3.404
Te -0.478 6.197 -2.635
Se -0.532 5.605 -0.216
C 2.669 -5.441 0.563
C 2.941 -4.794 -0.807
C 2.419 -3.350 -0.874
C 1.109 -3.208 -0.094
C 1.384 -3.453 1.408
C 2.592 -4.370 1.648
P 0.420 -1.477 -0.286
C -0.293 -1.385 -2.015
C -0.959 -2.633 -2.641
C -0.136 -3.209 -3.792
C 0.024 -2.189 -4.930
C 0.191 -0.754 -4.393
C 0.741 -0.763 -2.970
C -1.168 -1.513 0.709
C -0.919 -1.133 2.173
C -2.237 -0.750 2.854
C -3.365 -1.759 2.545
C -2.817 -3.039 1.919
C -2.086 -2.748 0.602
H 3.444 -6.173 0.797
H 1.717 -5.980 0.540
H 2.465 -5.389 -1.591
H 4.014 -4.795 -1.013
H 2.285 -3.068 -1.917
H 3.156 -2.660 -0.454
H 0.408 -3.961 -0.470
H 0.497 -3.899 1.868
H 1.561 -2.495 1.905
H 2.516 -4.830 2.636
H 3.517 -3.786 1.639
H -1.059 -0.611 -1.878
H -1.941 -2.350 -3.036
H -1.134 -3.409 -1.896
H -0.618 -4.115 -4.168
H 0.848 -3.506 -3.421
H -0.852 -2.236 -5.583
H 0.888 -2.466 -5.540
H -0.774 -0.240 -4.378
H 0.847 -0.169 -5.040
H 0.946 0.257 -2.637
H 1.692 -1.303 -2.949
H -1.678 -0.645 0.274
H -0.233 -0.285 2.196
H -0.445 -1.953 2.717
H -2.527 0.244 2.506
H -2.075 -0.675 3.933
H -4.086 -1.319 1.849
H -3.921 -1.999 3.454
H -3.632 -3.745 1.738
H -2.130 -3.521 2.621
H -2.822 -2.582 -0.190
H -1.519 -3.640 0.327
C -3.436 2.839 1.898
C -3.489 3.310 0.448
As -2.562 2.105 -0.793
C -3.149 2.981 -2.446
C -2.758 2.206 -3.700
C -3.871 0.589 -0.797
C -5.348 0.966 -0.795
H -3.935 3.553 2.557
H -2.397 2.744 2.225
H -3.922 1.867 2.027
H -2.985 4.272 0.353
H -4.523 3.443 0.118
H -2.681 3.968 -2.451
H -4.230 3.134 -2.409
H -1.674 2.091 -3.752
H -3.076 2.736 -4.600
H -3.214 1.210 -3.714
H -3.651 -0.037 0.071
H -3.634 -0.010 -1.681
H -5.633 1.449 0.141
H -5.975 0.077 -0.911
H -5.587 1.647 -1.613
```

Values from the calculation:
- net charge = -1
- HOMO-LUMO gap (Eh) = 0.2124

=====

Record 2
The following is a DFT calculation (ωB97M-V/def2-TZVPD) of a molecular structure, C34H65Br2F4N4O8S2Ta at a distorted geometry.

Geometry as XYZ:
```
120
C34H65Br2F4N4O8S2Ta | the OMol25 dataset | ωB97M-V/def2-TZVPD
C 4.487 0.154 1.365
Ta 3.055 -1.043 0.144
C 4.403 -0.895 -1.666
C 3.893 -0.679 -3.103
C 3.220 0.637 -3.436
F 1.981 0.738 -2.907
Br 2.977 0.701 -5.401
C 3.971 1.925 -3.022
F 3.286 3.005 -3.433
F 4.053 2.005 -1.694
Br 5.762 2.039 -3.756
C 1.635 -1.128 1.969
S 0.818 0.329 2.463
O -0.511 0.361 1.905
O 1.647 1.496 2.334
N 3.993 -2.847 0.838
C 5.196 -2.789 0.955
O 6.370 -2.827 0.873
S 1.309 -2.483 -1.198
O 1.964 -3.392 -2.105
O 0.208 -1.714 -1.709
F 0.619 -3.473 -0.100
H 4.296 1.211 1.167
H 5.526 -0.059 1.095
H 4.327 -0.028 2.429
H 2.222 0.506 -0.250
H 4.892 -1.877 -1.681
H 5.185 -0.169 -1.431
H 4.737 -0.744 -3.796
H 3.201 -1.469 -3.397
H 2.237 -1.427 2.833
H 0.838 -1.866 1.849
H 0.643 0.159 3.802
C 9.187 7.612 -7.235
C 8.072 6.682 -6.697
C 6.798 7.463 -6.349
C 6.910 8.301 -5.080
C 7.351 7.430 -3.906
C 8.656 6.679 -4.181
N 8.529 5.931 -5.481
O 7.916 4.812 -5.334
C 9.834 7.664 -4.188
C 8.924 5.666 -3.074
C 7.742 5.676 -7.795
H 9.508 7.283 -8.223
H 8.847 8.645 -7.325
H 10.076 7.605 -6.614
H 5.977 6.750 -6.225
H 6.540 8.093 -7.204
H 7.604 9.133 -5.228
H 5.939 8.746 -4.855
H 7.486 8.037 -3.007
H 6.564 6.704 -3.684
H 10.751 7.170 -4.513
H 9.992 8.028 -3.172
H 9.670 8.537 -4.816
H 8.085 4.990 -2.930
H 9.097 6.203 -2.140
H 9.809 5.069 -3.299
H 8.599 5.034 -8.004
H 7.495 6.230 -8.702
H 6.896 5.046 -7.534
C -6.843 -1.165 3.968
C -6.205 -0.343 5.111
C -5.939 1.107 4.680
C -4.778 1.250 3.697
C -3.513 0.610 4.264
C -3.719 -0.851 4.657
N -4.915 -0.959 5.560
O -4.636 -0.707 6.790
C -3.860 -1.702 3.383
C -2.498 -1.383 5.393
C -7.181 -0.338 6.282
H -7.786 -1.611 4.286
H -7.048 -0.555 3.088
H -6.227 -1.999 3.656
H -5.723 1.705 5.571
H -6.860 1.507 4.247
H -5.037 0.803 2.734
H -4.592 2.308 3.504
H -2.701 0.657 3.534
H -3.188 1.185 5.138
H -4.140 -2.729 3.629
H -2.898 -1.723 2.871
H -4.584 -1.310 2.673
H -2.232 -0.781 6.259
H -1.653 -1.378 4.702
H -2.659 -2.409 5.730
H -7.321 -1.346 6.676
H -8.144 0.029 5.921
H -6.848 0.305 7.094
C -7.793 -6.007 -0.562
C -6.903 -5.139 0.360
C -5.431 -5.567 0.302
C -5.138 -6.882 1.017
C -5.629 -6.822 2.461
C -7.113 -6.460 2.570
N -7.371 -5.203 1.786
O -7.066 -4.147 2.450
C -7.973 -7.636 2.088
C -7.487 -6.197 4.025
C -7.009 -3.696 -0.124
H -8.323 -5.378 -1.276
H -7.205 -6.729 -1.132
H -8.557 -6.552 -0.019
H -4.821 -4.780 0.755
H -5.134 -5.627 -0.747
H -5.598 -7.720 0.486
H -4.062 -7.064 1.007
H -5.471 -7.781 2.962
H -5.041 -6.078 3.007
H -9.025 -7.350 2.032
H -7.886 -8.452 2.807
H -7.670 -8.030 1.121
H -6.849 -5.444 4.479
H -7.380 -7.125 4.589
H -8.522 -5.861 4.106
H -8.027 -3.320 -0.008
H -6.750 -3.673 -1.184
H -6.333 -3.033 0.408
```

Values from the calculation:
- spin multiplicity = 4
- expectation value of S² = 3.762
- net charge = -1
- HOMO-LUMO gap (alpha / beta) (Eh) = 0.2810 / 0.2983

=====

Record 3
The following is a DFT calculation (ωB97M-V/def2-TZVPD) of 7 unconnected molecules or ions with the total composition C34H66F5N2O13P2S7 at a distorted geometry.

Geometry as XYZ:
```
129
C34H66F5N2O13P2S7 | the OMol25 dataset | ωB97M-V/def2-TZVPD
C -4.541 0.117 -0.886
C -4.229 -1.383 -0.860
C -3.023 -1.619 0.104
C -1.714 -1.411 -0.644
C -0.418 -1.464 0.195
C 0.725 -1.091 -0.808
C 1.676 -2.211 -1.212
C 1.131 -3.133 -2.311
C 2.015 -4.384 -2.419
O 1.393 -5.553 -1.833
C 0.352 -6.024 -2.508
O 0.394 -6.415 -3.629
C -0.275 -2.826 0.878
O 0.387 -2.659 2.115
P 0.362 -1.060 2.680
C -1.351 -1.424 3.522
C -1.518 -2.793 4.111
N -2.460 -3.582 3.783
N 2.020 -0.731 1.888
C 2.861 -1.553 1.734
S 4.011 -2.621 1.591
C 0.294 0.837 3.146
F 0.632 1.044 4.476
F -0.998 1.290 3.047
C 1.138 1.762 2.315
C 0.648 2.289 1.117
C 1.397 3.174 0.350
C 2.676 3.552 0.757
C 3.173 3.015 1.947
C 4.560 3.343 2.405
F 5.054 4.453 1.840
F 4.667 3.454 3.732
F 5.405 2.336 2.048
C 2.412 2.148 2.727
P 1.459 -1.666 4.578
O 1.804 -3.090 4.622
O 0.585 -1.299 5.898
O 2.801 -0.764 4.762
O -0.482 -0.555 1.254
H -5.140 0.401 -0.028
H -3.623 0.684 -0.819
H -5.052 0.411 -1.804
H -5.083 -1.958 -0.515
H -3.918 -1.672 -1.862
H -3.127 -2.620 0.513
H -3.093 -0.841 0.859
H -1.602 -2.099 -1.480
H -1.757 -0.404 -1.055
H 0.270 -0.725 -1.728
H 1.295 -0.257 -0.417
H 1.999 -2.827 -0.380
H 2.580 -1.750 -1.612
H 1.210 -2.631 -3.269
H 0.109 -3.431 -2.101
H 2.326 -4.576 -3.443
H 2.918 -4.227 -1.839
H -0.573 -6.039 -1.922
H 0.237 -3.607 0.316
H -1.252 -3.258 1.104
H -2.113 -1.317 2.764
H -1.610 -0.698 4.303
H -0.848 -3.166 4.876
H -3.045 -3.145 3.069
H -0.343 1.989 0.822
H 0.950 3.556 -0.554
H 3.254 4.238 0.160
H 2.836 1.768 3.643
H -0.118 -0.666 5.713
H 2.706 -0.254 5.575
C -3.515 4.619 -0.529
S -2.501 3.498 0.443
O -3.198 2.182 0.484
C -2.770 4.304 2.016
H -3.514 4.263 -1.558
H -4.533 4.626 -0.140
H -3.087 5.621 -0.484
H -3.837 4.334 2.237
H -2.361 5.313 1.982
H -2.252 3.730 2.783
C 7.545 1.175 0.223
S 8.375 1.052 -1.364
O 7.342 0.757 -2.389
C 9.220 -0.495 -1.008
H 6.913 2.058 0.208
H 6.930 0.290 0.388
H 8.291 1.274 1.012
H 8.486 -1.264 -0.768
H 9.907 -0.349 -0.174
H 9.780 -0.783 -1.895
C -5.507 6.774 4.206
S -5.334 8.091 2.996
O -5.008 7.448 1.695
C -3.798 8.744 3.659
H -6.395 6.200 3.951
H -4.628 6.130 4.170
H -5.623 7.208 5.199
H -3.038 7.962 3.661
H -3.964 9.125 4.667
H -3.478 9.558 3.011
C -0.743 9.136 0.849
S -0.597 7.373 1.157
O -1.259 7.104 2.460
C 1.172 7.368 1.453
H -1.795 9.359 0.678
H -0.382 9.690 1.716
H -0.164 9.397 -0.037
H 1.405 8.037 2.281
H 1.690 7.683 0.547
H 1.464 6.350 1.705
C -2.430 -8.401 -3.699
S -1.899 -8.780 -5.371
O -3.106 -9.196 -6.134
C -0.999 -10.276 -4.950
H -3.050 -7.507 -3.739
H -3.008 -9.235 -3.302
H -1.553 -8.210 -3.081
H -1.674 -10.986 -4.471
H -0.172 -10.024 -4.286
H -0.610 -10.702 -5.872
C -0.947 -5.344 -6.484
S 0.558 -4.375 -6.473
O 0.336 -3.233 -5.549
C 0.381 -3.737 -8.146
H -1.047 -5.799 -5.502
H -1.805 -4.701 -6.687
H -0.870 -6.124 -7.241
H -0.561 -3.195 -8.235
H 0.414 -4.565 -8.854
H 1.213 -3.061 -8.335
```

Values from the calculation:
- net charge = -1
- HOMO-LUMO gap (Eh) = 0.2598

=====

Record 4
The following is a DFT calculation (ωB97M-V/def2-TZVPD) of 10 unconnected molecules or ions with the total composition C34H68Br4O14 at a distorted geometry.

Geometry as XYZ:
```
120
C34H68Br4O14 | the OMol25 dataset | ωB97M-V/def2-TZVPD
C 11.050 -3.600 -10.486
C 11.471 -2.323 -9.822
O 11.813 -2.555 -8.436
C 11.874 -1.572 -7.617
C 11.784 -2.057 -6.126
O 11.867 -0.400 -7.785
H 10.167 -4.010 -9.996
H 11.929 -4.240 -10.420
H 10.832 -3.358 -11.526
H 12.330 -1.933 -10.367
H 10.735 -1.534 -9.976
H 12.715 -2.508 -5.783
H 10.935 -2.676 -5.836
H 11.543 -1.216 -5.476
C 25.251 -4.364 0.111
C 24.723 -5.337 -0.965
O 23.665 -6.135 -0.603
C 22.364 -5.876 -0.600
C 21.567 -7.183 -0.502
O 21.806 -4.834 -0.968
H 25.790 -3.498 -0.274
H 25.846 -4.998 0.768
H 24.401 -3.940 0.645
H 24.509 -4.840 -1.911
H 25.475 -6.057 -1.289
H 20.565 -6.916 -0.166
H 21.934 -7.657 0.408
H 21.663 -7.859 -1.351
C 13.785 -5.775 4.219
C 14.276 -7.220 3.902
O 13.516 -7.778 2.909
C 13.986 -8.568 1.893
C 13.025 -8.849 0.793
O 15.158 -8.923 1.802
H 12.806 -5.982 4.651
H 13.606 -5.196 3.312
H 14.381 -5.320 5.010
H 15.308 -7.143 3.561
H 14.174 -7.847 4.788
H 12.991 -9.936 0.710
H 13.437 -8.531 -0.164
H 12.019 -8.498 1.023
C 15.606 -1.964 -1.545
C 15.696 -0.471 -1.151
O 15.478 0.321 -2.376
C 15.189 1.635 -2.105
C 14.985 2.388 -3.362
O 15.087 2.117 -1.005
H 14.619 -2.419 -1.457
H 16.210 -2.440 -0.772
H 15.993 -2.194 -2.538
H 15.113 -0.208 -0.268
H 16.739 -0.326 -0.868
H 15.524 3.335 -3.391
H 13.909 2.471 -3.515
H 15.410 1.800 -4.175
C 16.965 2.299 -9.683
C 18.172 2.643 -8.823
O 18.726 1.563 -8.173
C 19.761 1.593 -7.304
C 20.245 0.239 -6.805
O 20.340 2.607 -6.946
H 16.516 3.212 -10.072
H 16.270 1.798 -9.009
H 17.076 1.677 -10.571
H 18.892 3.032 -9.543
H 17.912 3.420 -8.103
H 21.249 -0.031 -7.131
H 19.650 -0.643 -7.041
H 20.374 0.307 -5.724
C 25.971 -8.758 -5.962
C 25.291 -9.671 -4.961
O 26.098 -10.817 -4.763
C 27.190 -10.712 -3.830
C 28.064 -11.955 -3.812
O 27.296 -9.806 -3.013
H 27.005 -8.597 -5.657
H 25.462 -7.800 -6.066
H 25.988 -9.254 -6.933
H 25.187 -9.018 -4.094
H 24.296 -9.840 -5.373
H 27.797 -12.695 -4.567
H 28.082 -12.474 -2.853
H 29.070 -11.556 -3.941
C 10.427 -11.912 -10.029
C 11.735 -11.678 -9.316
C 12.624 -10.692 -10.027
O 12.012 -12.336 -8.346
H 9.637 -11.295 -9.599
H 10.081 -12.932 -9.863
H 10.341 -11.668 -11.088
H 13.604 -10.671 -9.550
H 12.241 -9.671 -10.040
H 12.791 -11.009 -11.056
C 17.472 -14.415 -4.174
C 18.591 -13.674 -3.482
C 18.988 -14.094 -2.049
O 19.192 -12.788 -4.101
H 16.539 -14.182 -3.662
H 17.556 -15.485 -3.982
H 17.401 -14.125 -5.222
H 20.037 -13.809 -1.965
H 18.827 -15.169 -1.968
H 18.476 -13.451 -1.333
Br 19.280 -6.443 -7.615
C 17.857 -7.212 -6.411
C 16.584 -6.396 -6.796
Br 15.177 -7.429 -5.834
H 18.181 -6.934 -5.409
H 17.857 -8.287 -6.594
H 16.286 -6.322 -7.842
H 16.680 -5.407 -6.347
Br 8.246 -8.741 -6.119
C 8.558 -9.599 -4.390
C 7.969 -10.960 -4.547
Br 8.676 -12.286 -3.154
H 8.173 -9.030 -3.544
H 9.633 -9.594 -4.212
H 8.377 -11.412 -5.451
H 6.895 -10.951 -4.364
```

Values from the calculation:
- HOMO-LUMO gap (Eh) = 0.3541